Record 1
{
  "formula": "C42H35CuN4O4P2",
  "method": "wB97M-V/def2-TZVPD",
  "symbols": ["Cu", "C", "O", "C", "C", "C", "C", "C", "C", "N", "N", "C", "C", "C", "C", "O", "C", "N", "C", "C", "C", "C", "H", "H", "H", "H", "H", "H", "H", "H", "H", "H", "H", "H", "O", "P", "C", "P", "O", "C", "C", "C", "C", "C", "C", "C", "C", "C", "C", "C", "C", "C", "C", "C", "C", "C", "C", "C", "C", "C", "C", "C", "C", "H", "H", "H", "H", "H", "H", "H", "H", "H", "H", "H", "H", "H", "H", "H", "H", "H", "H", "H", "H", "H", "H", "N", "C", "H"],
  "positions_angstrom": [[1.29, -0.79, -1.33], [0.22, -6.16, 4.56], [1.07, -5.62, 3.59], [2.02, -4.76, 4.03], [2.98, -4.35, 3.10], [3.91, -3.39, 3.42], [3.89, -2.75, 4.67], [3.03, -3.24, 5.64], [2.11, -4.27, 5.32], [4.67, -1.63, 5.03], [5.09, -0.86, 4.19], [4.83, -0.80, 2.83], [5.85, -0.74, 1.89], [5.58, -0.67, 0.56], [4.24, -0.66, 0.07], [3.95, -0.58, -1.12], [3.15, -0.61, 1.07], [1.90, -0.52, 0.60], [0.90, -0.37, 1.47], [1.11, -0.25, 2.84], [2.38, -0.43, 3.30], [3.47, -0.58, 2.42], [-0.41, -6.87, 4.05], [-0.43, -5.42, 5.02], [0.82, -6.68, 5.38], [3.07, -4.90, 2.18], [4.66, -3.15, 2.68], [3.07, -2.89, 6.68], [1.50, -4.67, 6.16], [6.87, -0.84, 2.22], [6.34, -0.62, -0.21], [-0.09, -0.36, 1.04], [0.26, -0.03, 3.50], [2.63, -0.36, 4.35], [-1.20, -0.66, -1.80], [-2.21, 0.24, -1.25], [-1.47, 1.85, -0.75], [-0.07, 2.25, -1.89], [1.03, 1.24, -1.78], [0.43, 3.89, -1.39], [0.77, 4.11, -0.06], [1.25, 5.34, 0.35], [1.49, 6.33, -0.58], [1.21, 6.07, -1.91], [0.66, 4.87, -2.34], [-0.84, 2.32, -3.52], [-1.99, 3.08, -3.77], [-2.58, 3.05, -5.02], [-1.96, 2.34, -6.06], [-0.85, 1.55, -5.81], [-0.30, 1.54, -4.55], [-2.87, -0.42, 0.28], [-3.76, 0.29, 1.08], [-4.07, -0.22, 2.35], [-3.52, -1.42, 2.78], [-2.70, -2.14, 1.95], [-2.36, -1.64, 0.71], [-3.56, 0.55, -2.42], [-4.55, 1.52, -2.17], [-5.56, 1.72, -3.06], [-5.59, 0.91, -4.23], [-4.63, -0.01, -4.49], [-3.59, -0.19, -3.59], [-1.11, 1.84, 0.26], [-2.19, 2.65, -0.86], [0.63, 3.34, 0.69], [1.55, 5.43, 1.37], [1.96, 7.27, -0.28], [1.44, 6.82, -2.62], [0.42, 4.72, -3.38], [-2.48, 3.67, -3.05], [-3.48, 3.56, -5.20], [-2.43, 2.36, -7.05], [-0.42, 0.97, -6.60], [0.54, 0.87, -4.30], [-4.15, 1.25, 0.80], [-4.74, 0.36, 2.95], [-3.73, -1.74, 3.79], [-2.29, -3.10, 2.23], [-1.66, -2.18, 0.06], [-4.53, 2.13, -1.26], [-6.30, 2.50, -2.95], [-6.37, 1.08, -4.96], [-4.68, -0.63, -5.37], [-2.80, -0.90, -3.74], [1.43, -3.33, -2.95], [1.36, -2.46, -2.20], [1.48, -4.06, -3.63]],
  "mulliken_charge": [-0.131, -0.874, -0.390, 0.681, -0.683, -0.046, 0.003, -0.516, -0.306, -0.395, -0.450, -0.108, -0.562, -0.846, 0.459, -0.595, 0.739, 0.044, -0.164, -1.594, -0.563, 0.948, 0.244, 0.351, 0.356, 0.536, 0.463, 0.440, 0.369, 0.477, 0.464, 0.672, 0.539, 0.680, -0.552, 0.761, -1.562, 1.442, -0.511, 0.519, -0.518, -0.690, -0.563, -0.663, -0.536, 0.219, -0.310, -0.730, -0.582, -0.638, -0.539, 0.779, -0.472, -0.652, -0.694, -0.542, -0.564, 1.017, -0.485, -0.870, -0.462, -0.798, -0.420, 1.052, 0.707, 0.193, 0.417, 0.381, 0.433, 0.406, 0.473, 0.513, 0.384, 0.469, 0.344, 0.270, 0.448, 0.396, 0.538, 0.362, 0.235, 0.423, 0.422, 0.451, 0.503, -0.248, 0.506, 0.294],
  "e_above_lowest_kj_mol": 0.0,
  "total_charge": 1,
  "multiplicity": 2,
  "homo_energy_ev": [-9.88, -10.71]
}

Record 2
{
  "formula": "C42H35N5O11S3SeW",
  "method": "wB97M-V/def2-TZVPD",
  "symbols": ["W", "O", "S", "O", "O", "C", "C", "C", "C", "C", "C", "S", "O", "O", "O", "H", "H", "H", "H", "C", "O", "C", "C", "C", "C", "C", "C", "C", "N", "C", "C", "N", "C", "C", "C", "C", "N", "C", "C", "N", "C", "C", "C", "C", "H", "H", "H", "H", "H", "H", "H", "H", "H", "H", "H", "H", "H", "H", "C", "C", "C", "C", "C", "C", "C", "S", "O", "O", "N", "C", "C", "C", "O", "O", "H", "H", "H", "H", "H", "H", "H", "H", "H", "H", "H", "H", "Se", "C", "C", "C", "C", "C", "C", "H", "H", "H", "H", "H"],
  "positions_angstrom": [[-0.10, 0.50, 0.21], [1.00, 2.27, 1.19], [0.51, 3.32, 0.26], [1.56, 4.13, -0.30], [-0.26, 2.52, -0.73], [-0.60, 4.48, 1.01], [0.02, 5.62, 1.54], [-0.74, 6.67, 2.01], [-2.13, 6.62, 1.91], [-2.74, 5.50, 1.39], [-1.99, 4.42, 0.95], [-2.86, 2.09, 1.56], [-3.90, 1.33, 0.95], [-3.10, 2.69, 2.84], [-1.50, 1.47, 1.52], [1.10, 5.67, 1.56], [-0.25, 7.54, 2.42], [-2.73, 7.45, 2.25], [-3.82, 5.42, 1.32], [9.46, -9.30, -1.09], [9.67, -7.90, -1.23], [8.59, -7.09, -1.13], [8.85, -5.73, -1.27], [7.81, -4.82, -1.18], [6.50, -5.25, -0.96], [6.26, -6.61, -0.83], [7.29, -7.53, -0.91], [5.38, -4.31, -0.87], [4.14, -4.65, -0.59], [3.44, -3.48, -0.58], [4.26, -2.41, -0.87], [5.50, -2.96, -1.05], [3.79, -1.07, -0.99], [4.52, 0.05, -1.42], [3.87, 1.24, -1.59], [2.52, 1.34, -1.26], [1.82, 0.33, -0.76], [2.44, -0.87, -0.69], [1.57, -1.98, -0.36], [0.27, -1.64, -0.14], [-0.59, -2.63, 0.07], [-0.20, -3.97, 0.07], [1.11, -4.32, -0.12], [2.04, -3.29, -0.34], [10.44, -9.76, -1.19], [8.80, -9.68, -1.87], [9.05, -9.54, -0.11], [9.86, -5.40, -1.44], [8.05, -3.77, -1.28], [5.25, -6.94, -0.66], [7.07, -8.58, -0.80], [6.35, -2.47, -1.27], [5.58, -0.04, -1.65], [4.39, 2.11, -1.96], [2.00, 2.28, -1.40], [-1.60, -2.33, 0.28], [-0.96, -4.73, 0.24], [1.44, -5.35, -0.09], [-10.28, 2.52, -0.70], [-8.90, 2.82, -1.21], [-8.71, 3.45, -2.44], [-7.44, 3.72, -2.92], [-6.34, 3.34, -2.17], [-6.50, 2.73, -0.93], [-7.77, 2.47, -0.46], [-4.67, 3.67, -2.75], [-4.82, 4.69, -3.81], [-2.67, 3.33, 0.48], [-4.38, 2.18, -3.51], [-3.10, 1.54, -3.18], [-3.31, 0.42, -2.15], [-2.05, 0.10, -1.42], [-2.05, -0.32, -0.21], [-0.93, 0.32, -1.94], [-11.03, 3.10, -1.23], [-10.36, 2.74, 0.36], [-10.52, 1.46, -0.84], [-9.58, 3.74, -3.02], [-7.28, 4.23, -3.86], [-5.63, 2.45, -0.34], [-7.90, 2.00, 0.50], [-4.56, 2.29, -4.50], [-2.40, 2.27, -2.76], [-2.65, 1.14, -4.08], [-3.69, -0.48, -2.63], [-4.05, 0.71, -1.40], [0.62, -0.59, 2.38], [0.24, 0.36, 4.02], [-0.04, 1.72, 4.13], [-0.29, 2.28, 5.38], [-0.26, 1.50, 6.52], [0.03, 0.15, 6.41], [0.28, -0.42, 5.17], [-0.07, 2.34, 3.25], [-0.53, 3.33, 5.44], [-0.46, 1.94, 7.49], [0.06, -0.48, 7.30], [0.49, -1.48, 5.09]],
  "mulliken_charge": [2.017, -0.837, 1.364, -0.605, -0.664, 0.372, -0.811, -0.829, -0.591, -0.560, -0.349, 0.924, -0.679, -0.669, -0.622, 0.515, 0.423, 0.422, 0.522, -0.845, -0.460, 0.949, -0.805, -0.448, 0.313, -0.833, -0.416, 0.263, -0.856, 1.040, 0.007, -0.089, 0.078, -0.404, -1.404, 0.124, 0.175, 0.309, 0.263, -0.078, -0.241, -1.177, -0.418, -0.009, 0.241, 0.342, 0.343, 0.415, 0.257, 0.462, 0.393, 0.183, 0.447, 0.471, 0.605, 0.670, 0.424, 0.626, -1.382, 0.889, -0.667, -0.810, -0.044, -0.064, -0.847, 0.738, -0.767, 0.596, -0.306, -0.649, -0.267, 1.028, -0.857, -0.589, 0.361, 0.355, 0.290, 0.330, 0.480, 0.539, 0.440, 0.365, 0.214, 0.346, 0.438, -0.042, -0.111, 0.304, 0.121, -0.662, -0.541, -0.544, -0.804, 0.393, 0.417, 0.362, 0.364, 0.325],
  "e_above_lowest_kj_mol": 147.3,
  "multiplicity": 3,
  "homo_energy_ev": [-6.94, -7.53]
}